[1]
Here is a molecular structure, C21H22N2Pd in a non-equilibrium geometry from OMol25. Energies are from the ωB97M-V functional and the def2-TZVPD basis.

XYZ file:
```
46
Properties=species:S:1:pos:R:3
C 0.35804 2.61610 -1.21346
C 3.28703 1.15451 -1.37793
H 0.50003 2.64569 -2.33339
H 1.26963 3.09725 -0.78778
H -0.53714 2.44438 -0.56130
H 3.70251 0.16570 -1.70050
H 2.99474 1.97222 -2.08090
H 3.40958 1.66664 -0.39104
C -1.80228 0.57826 -1.85115
C -2.96121 0.02241 -2.40496
C -2.92651 -1.27956 -2.90571
C -1.74034 -1.99385 -2.77189
H -1.82746 1.58257 -1.44538
H -3.86017 0.62453 -2.44402
H -3.80510 -1.72943 -3.37752
H -1.67129 -3.02336 -3.10768
N -0.64354 -0.07276 -1.83128
C -0.61156 -1.37741 -2.19198
C 0.61637 -2.11527 -1.88837
N 1.62583 -1.41176 -1.32980
C 2.68822 -2.05746 -0.85073
C 1.86194 -4.18413 -1.64335
C 2.84715 -3.44111 -0.99390
H 3.45997 -1.47352 -0.34978
H 3.74114 -3.90590 -0.59864
C 0.72724 -3.50890 -2.08084
H -0.08654 -4.04324 -2.55693
H 1.97096 -5.26283 -1.79432
Pd 1.37373 0.95490 -1.15714
C 2.22045 0.07647 1.79188
H 3.09356 0.06137 1.13824
H 2.04708 -0.94606 2.16078
H 2.47026 0.69125 2.67341
C 1.04025 0.62074 1.05066
C -0.08963 0.94436 1.60737
C -1.10568 1.39420 2.45779
C -0.87501 2.44250 3.41131
C -1.79984 2.72255 4.41384
C -3.03323 2.05272 4.45136
C -3.33593 1.10833 3.45610
C -2.40248 0.78805 2.46993
H 0.06512 2.99666 3.35483
H -1.55968 3.46774 5.17775
H -3.75453 2.27362 5.24197
H -4.31140 0.61352 3.46406
H -2.63028 0.04731 1.70038
```

* total charge: -2
* highest occupied orbital energy (alpha / beta): 2.4 / 2.4 eV
* Kohn-Sham gap (alpha / beta): 2.954 / 2.938 eV

Atomic partial charges in e from the Löwdin method, atoms 1 to 4: -0.290, -0.311, -0.007, -0.033

***

[2]
Here is a gas-phase ion, C8H14N (charge +1) in a non-equilibrium geometry from OMol25. Energies are from the ωB97M-V functional and the def2-TZVPD basis.

XYZ file:
```
23
Properties=species:S:1:pos:R:3
C 0.51282 1.77786 -0.01879
C -0.81964 1.59489 -0.14340
C 1.52267 0.68933 0.17691
C 1.05423 -0.49953 0.40587
C -1.48015 0.33074 -0.06267
C 3.00130 1.03363 0.14610
C 1.20015 -1.95112 0.37973
C -1.58086 -0.60783 -1.25526
N -2.54456 0.14690 0.98730
H 0.90680 2.79984 -0.26147
H -1.27232 2.63460 -0.11761
H 3.23583 2.06029 0.59910
H 3.39871 1.09343 -0.78639
H 3.58103 0.30354 0.75940
H 2.28051 -2.14801 0.00414
H 0.46172 -2.16488 -0.42542
H 1.01319 -2.44040 1.28876
H -1.72347 -1.75379 -0.92731
H -0.65740 -0.66857 -1.82731
H -2.50117 -0.30576 -1.95041
H -3.60669 0.25548 0.70895
H -2.39958 0.85779 1.57214
H -2.33324 -0.81412 1.43018
```

* total charge: +1
* highest occupied orbital energy (alpha / beta): -11.5 / -11.7 eV
* Kohn-Sham gap (alpha / beta): 7.283 / 8.246 eV

Atomic partial charges in e from the Löwdin method, atoms 1 to 4: -0.034, -0.125, -0.273, 0.023

***

[3]
Here is a molecular structure, C35H33F2N4O2S2V in a non-equilibrium geometry from OMol25. Energies are from the ωB97M-V functional and the def2-TZVPD basis.

XYZ file:
```
79
Properties=species:S:1:pos:R:3
V 11.47218 10.23441 14.65218
O 9.67189 10.80760 14.85370
C 8.71100 10.13783 15.45799
C 7.36533 10.36500 15.03026
C 6.48622 9.35563 15.24936
C 6.79424 8.24522 16.09233
C 7.92908 8.20674 16.87146
C 8.98562 9.09597 16.50416
C 10.31013 8.70098 16.81917
N 11.33197 9.38708 16.40127
C 12.64934 8.96781 17.00180
C 13.74429 9.83859 16.48784
N 13.65007 10.06231 14.99505
C 14.59266 10.34456 14.13844
C 15.83015 11.09901 14.50476
C 16.15068 11.87860 15.68103
C 17.33787 12.60452 15.71026
C 18.16987 12.65156 14.53931
C 18.12110 11.68416 13.58392
C 16.94187 10.77792 13.52016
O 16.92035 9.81003 12.74927
H 7.03512 11.30986 14.58097
H 5.45008 9.33095 14.91048
H 6.00895 7.45809 16.06938
H 8.10879 7.62189 17.75744
H 10.58450 7.80955 17.46888
H 12.82837 7.89024 16.84768
H 12.52341 9.12872 18.06435
H 14.73259 9.36214 16.71377
H 13.72646 10.75762 17.05763
H 14.62687 9.98218 13.10496
H 15.47102 11.98186 16.53701
H 17.56038 13.12777 16.63962
H 18.94346 13.40532 14.50237
H 18.88616 11.47660 12.78664
S 11.69715 12.13512 13.07534
C 12.22885 11.25294 11.67696
N 12.89868 11.92106 10.62192
C 13.74327 11.10831 9.71533
C 13.05731 9.81967 9.31322
N 12.46826 9.12997 10.47672
C 12.40888 7.66919 10.45325
C 11.06508 6.97214 10.16394
C 10.93236 6.42006 8.87742
C 9.71711 5.94901 8.35565
C 8.57337 6.08026 9.14991
C 8.73988 6.48582 10.45797
C 10.00312 6.75130 11.04185
C 12.01537 9.83476 11.51064
S 11.17948 8.88997 12.75865
C 12.48929 13.22988 10.01150
C 11.36728 13.14483 8.99753
C 10.03380 12.89546 9.43835
C 8.99222 12.84635 8.57078
C 9.18555 13.05581 7.19364
C 10.45068 13.22642 6.70943
C 11.52025 13.39589 7.62754
H 14.72158 10.91638 10.23327
H 13.86496 11.74061 8.82705
H 13.71170 9.13754 8.77710
H 12.21448 10.04975 8.61515
H 12.78306 7.36263 11.46745
H 13.07392 7.28776 9.65367
H 11.79962 6.49990 8.21478
H 9.68559 5.55120 7.33632
H 7.60251 5.86210 8.74082
H 7.90050 6.78140 11.07063
H 10.10416 6.82404 12.14961
H 13.34077 13.69352 9.44571
H 12.21927 13.94468 10.84232
H 9.95496 12.86368 10.57048
H 8.06128 12.52340 8.90604
H 8.32232 13.11281 6.56166
H 10.58970 13.30527 5.62134
H 12.45013 13.83126 7.25706
F 11.55590 13.30072 15.56718
C 12.06529 12.06706 15.95068
F 11.85001 11.96659 17.34454
H 13.12757 12.12827 15.69303
```

* total charge: -1
* <S²>: 3.7915
* 2S+1: 4
* highest occupied orbital energy (alpha / beta): -3.8 / -3.9 eV
* Kohn-Sham gap (alpha / beta): 6.104 / 5.678 eV

Atomic partial charges in e from the Löwdin method, atoms 1 to 4: 0.475, -0.233, -0.257, -0.019

***

[4]
Here is a single C18H17N3O6S molecule in a non-equilibrium geometry from OMol25. Energies are from the ωB97M-V functional and the def2-TZVPD basis.

XYZ file:
```
45
Properties=species:S:1:pos:R:3
C -4.90213 4.02113 -4.75801
C -3.97607 4.47591 -3.64569
H -4.53741 4.76304 -2.74900
H -3.37311 5.33735 -3.95599
O -3.10314 3.39710 -3.31768
C -2.28148 3.59711 -2.27734
O -2.26471 4.62571 -1.64173
C -1.41639 2.43054 -2.00163
C -1.46766 1.26962 -2.76950
C -0.64515 0.19951 -2.48125
C 0.24630 0.27655 -1.41205
C 0.30004 1.44029 -0.64037
C -0.52179 2.50459 -0.93344
H -0.49140 3.41071 -0.34771
H 0.99536 1.49066 0.18518
N 1.10401 -0.76030 -1.05225
C 1.24138 -1.98357 -1.61752
O 0.64140 -2.39215 -2.58628
C 2.26754 -2.86044 -0.88832
C 1.92916 -3.07093 0.58295
H 2.15799 -4.07990 0.91458
H 0.89894 -2.81677 0.82082
S 2.98167 -1.98818 1.60021
O 4.33475 -2.46334 1.57628
O 2.76415 -0.61567 1.20573
C 2.36506 -2.14671 3.28244
C 3.20911 -2.31981 4.33633
C 2.74271 -2.35407 5.67682
C 1.42322 -2.20516 5.98789
C 0.52247 -2.02934 4.91796
N -0.78854 -1.87988 4.87119
O -1.10797 -1.77167 3.59380
N -0.06204 -1.84357 2.77481
C 0.99445 -2.00202 3.55068
H 1.05761 -2.21747 7.00110
H 3.46789 -2.49413 6.46326
H 4.26263 -2.42914 4.12922
H 3.25532 -2.39724 -0.96321
H 2.30133 -3.81523 -1.41543
H 1.70236 -0.54643 -0.25329
H -0.68469 -0.69707 -3.07691
H -2.15763 1.21170 -3.59635
H -5.57603 4.82959 -5.02618
H -4.32375 3.73470 -5.63226
H -5.48574 3.16437 -4.43185
```

* highest occupied orbital energy: -8.5 eV
* Kohn-Sham gap: 6.992 eV

Atomic partial charges in e from the Löwdin method, atoms 1 to 4: -0.065, -0.227, 0.127, 0.129